7 unconnected molecules or ions with the total composition C12H36NO15 in a non-equilibrium geometry, computed with ωB97M-V with the def2-TZVPD basis set.

```
64
Properties=species:S:1:pos:R:3
N 0.46 -0.39 0.34
O 1.61 -0.73 0.06
O -0.38 -1.22 0.66
O 0.20 0.84 0.31
C -2.14 4.95 1.11
C -1.17 3.76 1.19
O -1.30 2.99 -0.03
O -2.03 5.85 2.20
H -3.14 4.53 1.00
H -1.98 5.57 0.22
H -1.32 3.05 2.00
H -0.15 4.14 1.24
H -0.75 2.22 0.10
H -2.76 5.66 2.80
C -3.86 -0.25 1.05
C -3.28 0.77 2.04
O -2.00 0.33 2.59
O -3.17 -0.26 -0.18
H -4.86 0.15 0.87
H -3.86 -1.21 1.57
H -4.01 0.95 2.83
H -3.11 1.71 1.51
H -1.40 0.29 1.85
H -2.28 -0.54 0.04
C -1.92 -4.08 -0.29
C -0.61 -4.71 0.31
O -0.85 -5.49 1.39
O -2.37 -3.12 0.65
H -2.71 -4.82 -0.45
H -1.72 -3.59 -1.24
H 0.09 -3.92 0.59
H -0.15 -5.35 -0.44
H -1.44 -6.21 1.19
H -1.60 -2.56 0.79
C -1.17 -1.52 -3.96
C -0.94 -0.58 -2.78
O -1.57 0.72 -2.92
O -2.46 -2.06 -3.75
H -0.47 -2.35 -4.08
H -1.05 -0.92 -4.87
H 0.13 -0.35 -2.79
H -1.15 -0.99 -1.79
H -0.93 1.43 -3.02
H -2.74 -2.71 -4.41
C 3.95 3.77 -0.04
C 2.75 2.81 0.27
O 2.20 2.38 -0.93
O 3.62 4.91 -0.79
H 4.71 3.21 -0.59
H 4.42 4.13 0.87
H 1.92 3.26 0.82
H 3.03 1.92 0.83
H 1.59 1.69 -0.68
H 2.96 4.58 -1.41
C 4.56 -1.85 1.21
C 4.26 -3.14 0.34
O 2.89 -3.27 -0.03
O 4.42 -0.68 0.47
H 5.57 -1.93 1.61
H 3.97 -1.89 2.13
H 4.60 -4.03 0.87
H 4.79 -3.00 -0.60
H 2.63 -2.35 -0.14
H 3.50 -0.51 0.25
```

The calculation puts the total energy at -45223.07813 eV. As for the net charge: -2. The gap between HOMO and LUMO (spin up / spin down) comes out at 2.080 / 6.683 eV. As for the spin multiplicity: 2. The expectation value of S² is 0.7532.

A molecular structure, C12H37CdN3O7Pb in a non-equilibrium geometry, computed with ωB97M-V with the def2-TZVPD basis set.

```
61
Properties=species:S:1:pos:R:3
Cd -3.49 -1.13 -1.34
Pb -0.20 -5.65 -1.48
O -0.46 -1.83 -0.77
H 0.08 -1.33 -0.11
O -4.57 -0.94 1.63
H -3.80 -0.91 2.23
O -4.05 -4.82 -0.68
H -3.75 -5.17 0.18
O -3.12 -0.77 -4.52
H -2.62 -0.14 -5.07
C 5.37 0.69 -2.42
C 4.07 0.57 -1.70
C 3.40 1.93 -1.62
O 2.05 2.02 -1.12
C 1.96 1.81 0.34
N 3.24 -0.40 -2.39
H 5.87 -0.27 -2.58
H 6.16 1.31 -2.00
H 5.32 0.80 -3.50
H 4.30 0.37 -0.65
H 3.30 2.39 -2.60
H 3.96 2.71 -1.11
H 0.94 1.48 0.56
H 2.14 2.68 0.96
H 2.56 0.99 0.74
H 2.28 -0.37 -2.08
H 3.07 -0.12 -3.34
C 5.55 -4.47 1.37
C 4.11 -4.96 1.37
C 3.17 -4.19 2.25
O 1.88 -4.82 2.14
C 1.07 -4.09 3.09
N 3.66 -4.81 0.04
H 5.93 -4.65 2.38
H 5.59 -3.38 1.37
H 6.27 -4.90 0.69
H 4.04 -5.98 1.74
H 3.16 -3.12 2.07
H 3.51 -4.18 3.29
H 0.03 -4.08 2.78
H 1.35 -3.07 3.36
H 1.17 -4.57 4.07
H 3.74 -3.86 -0.30
H 4.53 -5.13 -0.37
C -3.74 5.34 0.69
C -4.60 4.14 0.23
C -5.93 4.57 -0.31
O -6.65 5.01 0.88
C -8.06 4.85 0.78
N -3.95 3.26 -0.74
H -4.03 5.83 1.62
H -3.76 6.10 -0.10
H -2.68 5.11 0.72
H -4.84 3.56 1.11
H -6.43 3.68 -0.67
H -5.92 5.35 -1.07
H -8.67 5.19 1.62
H -8.22 3.79 0.62
H -8.35 5.42 -0.11
H -3.98 3.77 -1.62
H -2.97 3.39 -0.55
```

The energy above the lowest of the compared OMol25 structures with the same formula, charge and spin comes out at 391.5 kcal/mol. The calculation puts the total energy at -41640.03814 eV. As for the net charge: 0. The gap between HOMO and LUMO comes out at 3.309 eV.

9 unconnected molecules or ions with the total composition C12H37N17O8 in a non-equilibrium geometry, computed with ωB97M-V with the def2-TZVPD basis set.

```
74
Properties=species:S:1:pos:R:3
C 39.82 -21.91 6.77
C 41.13 -21.89 6.55
C 41.46 -20.53 6.41
N 40.30 -19.76 6.54
C 39.31 -20.63 6.80
H 39.34 -22.87 6.89
H 41.74 -22.77 6.51
H 42.43 -20.09 6.22
H 40.13 -18.79 6.35
H 38.30 -20.26 6.96
N 35.19 -7.15 13.02
C 35.42 -8.37 12.68
N 35.01 -8.53 11.48
O 35.97 -9.24 13.26
H 34.80 -6.59 12.27
H 35.20 -6.91 14.00
H 34.31 -7.94 11.04
H 35.18 -9.47 11.13
N 43.69 -13.98 4.06
C 42.48 -13.97 3.57
N 42.36 -13.10 2.61
O 41.47 -14.32 4.12
H 44.49 -13.58 3.59
H 43.84 -14.43 4.95
H 41.43 -12.81 2.37
H 43.15 -12.54 2.32
N 46.34 -15.52 13.63
C 45.94 -14.33 13.82
N 46.89 -13.52 14.25
O 44.77 -14.01 13.57
H 47.12 -15.95 14.10
H 45.58 -16.06 13.24
H 47.74 -13.98 14.55
H 46.58 -12.59 14.51
N 42.05 -18.93 14.06
C 41.89 -18.36 15.21
N 42.67 -18.87 16.16
O 41.51 -17.22 15.27
H 41.78 -18.46 13.21
H 42.37 -19.89 14.07
H 42.88 -18.26 16.93
H 43.04 -19.81 16.15
N 48.80 -16.05 8.97
C 47.97 -16.83 8.38
N 48.47 -17.86 7.75
O 46.84 -16.51 8.21
H 48.59 -15.46 9.76
H 49.76 -16.33 8.79
H 49.33 -18.31 8.04
H 47.97 -18.38 7.05
N 43.20 -6.72 11.62
C 42.88 -8.02 11.52
N 43.66 -8.75 10.76
O 42.07 -8.48 12.34
H 42.77 -6.23 12.40
H 44.12 -6.60 11.22
H 43.39 -9.72 10.70
H 44.55 -8.47 10.39
N 40.96 -14.16 9.14
C 39.89 -13.52 9.43
N 39.29 -13.29 8.30
O 39.60 -13.20 10.56
H 41.69 -14.15 9.84
H 41.14 -14.45 8.19
H 39.73 -13.65 7.47
H 38.43 -12.76 8.27
N 39.64 -7.23 5.03
C 38.33 -7.41 5.11
N 37.70 -6.75 4.17
O 37.90 -8.21 5.92
H 39.92 -6.62 4.27
H 40.28 -7.77 5.60
H 38.16 -5.99 3.68
H 36.71 -6.93 4.12
```

As for the SMILES: c1cc[nH]c1.NC(N)=O.NC(N)=O.NC(N)=O.NC(N)=O.NC(N)=O.NC(N)=O.NC(N)=O.NC(N)=O. The energy above the lowest of the compared OMol25 structures with the same formula, charge and spin comes out at 180.6 kcal/mol. The calculation puts the total energy at -54756.80068 eV. As for the net charge: 0. The gap between HOMO and LUMO comes out at 8.035 eV.

A molecular structure, C12H37N3O7Sr in a non-equilibrium geometry, computed with ωB97M-V with the def2-TZVPD basis set.

```
60
Properties=species:S:1:pos:R:3
Sr 0.95 2.27 -2.80
O 4.29 3.35 -4.97
H 4.97 2.71 -5.25
O -0.54 6.55 -4.04
H -1.23 7.23 -3.96
O 3.22 5.00 -0.29
H 2.87 5.04 0.62
O -0.82 -0.91 -4.65
H -0.60 -1.81 -4.36
C -2.55 -3.12 1.75
C -0.95 -3.14 1.56
C -0.50 -4.60 1.48
O -0.93 -5.27 0.25
C -0.55 -6.63 0.35
N -0.62 -2.37 0.39
H -2.83 -2.07 1.82
H -2.86 -3.65 2.64
H -2.99 -3.50 0.83
H -0.51 -2.68 2.44
H -0.75 -5.08 2.42
H 0.59 -4.63 1.52
H 0.47 -6.87 0.66
H -0.65 -6.91 -0.70
H -1.27 -7.13 1.00
H 0.14 -2.90 -0.01
H -1.39 -2.46 -0.26
C -5.40 6.08 -1.43
C -4.92 5.03 -0.42
C -5.97 4.20 0.37
O -6.75 5.07 1.22
C -7.67 4.47 2.09
N -4.21 4.09 -1.30
H -6.22 6.62 -0.96
H -5.62 5.69 -2.43
H -4.58 6.73 -1.73
H -4.26 5.39 0.36
H -5.45 3.40 0.90
H -6.65 3.75 -0.35
H -7.12 3.80 2.75
H -8.38 3.90 1.48
H -8.20 5.26 2.63
H -3.75 4.76 -1.90
H -4.83 3.74 -2.02
C 5.66 -0.79 1.35
C 6.31 -1.41 0.10
C 6.47 -2.92 0.03
O 7.26 -3.29 1.20
C 6.73 -4.28 2.13
N 5.38 -0.97 -0.87
H 5.85 0.28 1.39
H 6.11 -1.32 2.19
H 4.58 -0.89 1.38
H 7.28 -0.98 -0.17
H 6.88 -3.24 -0.93
H 5.52 -3.46 -0.02
H 5.77 -3.94 2.52
H 7.38 -4.24 3.00
H 6.68 -5.34 1.86
H 5.65 -0.03 -1.14
H 5.50 -1.54 -1.69
```

The energy above the lowest of the compared OMol25 structures with the same formula, charge and spin comes out at 249.1 kcal/mol. The calculation puts the total energy at -32670.52369 eV. As for the net charge: -2. The gap between HOMO and LUMO comes out at 3.987 eV.